{"formula": "C11H44N22O11", "method": "ωB97M-V/def2-TZVPD", "homo_ev": -9.231, "spin_multiplicity": 1, "homo_lumo_gap_ev": 9.186, "e_above_lowest_kj_mol": 319.7, "smiles": "NC(N)=O.NC(N)=O.NC(N)=O.NC(N)=O.NC(N)=O.NC(N)=O.NC(N)=O.NC(N)=O.NC(N)=O.NC(N)=O.NC(N)=O", "total_charge": 0, "species": ["N", "C", "N", "O", "H", "H", "H", "H", "N", "C", "N", "O", "H", "H", "H", "H", "N", "C", "N", "O", "H", "H", "H", "H", "N", "C", "N", "O", "H", "H", "H", "H", "N", "C", "N", "O", "H", "H", "H", "H", "N", "C", "N", "O", "H", "H", "H", "H", "N", "C", "N", "O", "H", "H", "H", "H", "N", "C", "N", "O", "H", "H", "H", "H", "N", "C", "N", "O", "H", "H", "H", "H", "N", "C", "N", "O", "H", "H", "H", "H", "N", "C", "N", "O", "H", "H", "H", "H"], "positions_angstrom": [[0.1112, -1.9459, -4.6260], [0.8044, -3.0806, -5.0268], [0.6769, -3.2387, -6.3774], [1.0923, -3.9645, -4.2477], [0.3882, -1.5077, -3.7582], [-0.3968, -1.3678, -5.2683], [0.4421, -4.1873, -6.6159], [0.5758, -2.3715, -6.8685], [-0.7501, 3.6566, -3.4639], [-0.8921, 2.5218, -2.7451], [0.1827, 2.1432, -2.0438], [-1.9499, 1.8872, -2.7806], [-1.5470, 3.9919, -3.9736], [0.1531, 4.0925, -3.5108], [0.0694, 1.4376, -1.3365], [1.0945, 2.4125, -2.3698], [2.3985, 1.4794, 4.2246], [3.4073, 1.0808, 3.4389], [4.3542, 1.9832, 3.2336], [3.4288, -0.0068, 2.8482], [2.4113, 2.3019, 4.7983], [1.6206, 0.8417, 4.2752], [4.0815, 2.9265, 3.4458], [5.1151, 1.7351, 2.6202], [0.8205, 0.0527, 0.9925], [0.2938, -0.4358, -0.1164], [-1.0480, -0.4912, -0.1546], [1.0074, -0.8683, -1.0384], [0.2734, 0.3302, 1.7937], [1.7529, -0.1976, 1.3019], [-1.6539, -0.1714, 0.5839], [-1.5314, -0.8564, -0.9593], [0.8562, 3.5963, 1.6743], [-0.4951, 3.6834, 1.6891], [-1.0286, 2.8762, 0.7288], [-1.1514, 4.3886, 2.4452], [1.2132, 2.7942, 1.1847], [1.3996, 4.1748, 2.2883], [-0.5702, 2.3836, -0.0147], [-2.0355, 2.8528, 0.7301], [-1.0072, -1.4655, 5.8213], [-1.0340, -0.8287, 4.6513], [-1.3003, 0.4949, 4.7229], [-0.8148, -1.3929, 3.5695], [-0.4070, -2.2725, 5.7244], [-1.2027, -0.9996, 6.6870], [-1.7425, 0.8856, 5.5355], [-1.2444, 1.0464, 3.8848], [-2.8806, -2.7180, -5.1315], [-3.8176, -2.4852, -4.1737], [-3.5579, -1.3012, -3.5564], [-4.8318, -3.1601, -4.0532], [-2.1318, -2.0759, -5.2570], [-3.1811, -3.3857, -5.8224], [-2.6328, -0.9175, -3.5958], [-4.1679, -1.0592, -2.7912], [-4.3033, 0.9803, 3.4909], [-4.2582, 2.0640, 2.6281], [-4.2045, 1.6691, 1.3372], [-4.3705, 3.1871, 3.0831], [-4.5509, 0.0586, 3.1773], [-4.4111, 1.3169, 4.4321], [-4.1549, 2.3784, 0.6283], [-4.2269, 0.6714, 1.2293], [-3.1187, -3.1752, 1.8584], [-4.1481, -2.3460, 1.5850], [-5.1647, -2.5595, 2.4939], [-4.1770, -1.4998, 0.6999], [-3.2465, -4.0293, 2.3681], [-2.3613, -3.1476, 1.1929], [-4.9589, -3.0483, 3.3436], [-5.9516, -1.9444, 2.3671], [3.2019, -1.9710, -3.1221], [4.0571, -0.9906, -2.7292], [3.3241, 0.0077, -2.1457], [5.2319, -0.9258, -3.0718], [2.3202, -1.8252, -2.6665], [3.5093, -2.9018, -3.3493], [2.3906, -0.1907, -1.8095], [3.7322, 0.9226, -2.0742], [5.2799, 0.6693, 0.4996], [6.3836, -0.1411, 0.5537], [7.3585, 0.1088, -0.3522], [6.4467, -1.0173, 1.4098], [4.4932, 0.4612, 1.1055], [5.3990, 1.4286, -0.1474], [8.2669, -0.2475, -0.1176], [7.1910, 0.7387, -1.1149]]}

---

{"formula": "C11H47INO17P2S2", "method": "ωB97M-V/def2-TZVPD", "homo_ev": -5.557, "spin_multiplicity": 1, "homo_lumo_gap_ev": 7.088, "total_charge": -1, "species": ["O", "P", "S", "O", "O", "N", "S", "O", "O", "P", "O", "I", "H", "H", "H", "C", "O", "H", "H", "H", "H", "C", "O", "H", "H", "H", "H", "C", "O", "H", "H", "H", "H", "C", "O", "H", "H", "H", "H", "C", "O", "H", "H", "H", "H", "C", "O", "H", "H", "H", "H", "C", "O", "H", "H", "H", "H", "C", "O", "H", "H", "H", "H", "C", "O", "H", "H", "H", "H", "C", "O", "H", "H", "H", "H", "C", "O", "H", "H", "H", "H"], "positions_angstrom": [[5.6641, -0.1168, -1.5044], [4.2345, -0.2375, -1.7837], [3.8995, -2.1970, -2.7016], [4.8738, -3.0369, -2.1452], [4.1318, -1.8765, -4.0657], [2.3975, -2.7794, -2.5872], [1.5017, -2.3284, -1.3831], [0.3649, -3.1948, -1.3429], [2.1876, -2.2372, -0.1289], [0.6159, -0.3586, -1.8547], [-0.9370, -0.6354, -1.5851], [0.7540, -0.2326, -4.2935], [3.8215, 0.7263, -2.7141], [3.5252, -0.0675, -0.5946], [-1.0403, -1.2436, -0.8154], [7.1820, 3.3165, -1.5524], [7.8410, 2.3273, -2.3300], [7.5250, 4.2978, -1.8656], [6.0997, 3.2562, -1.6974], [7.4132, 3.1848, -0.4903], [7.5044, 1.4715, -2.0268], [0.4655, -6.0862, 0.4534], [1.3988, -5.9343, 1.5232], [-0.0152, -7.0563, 0.5672], [-0.2866, -5.2976, 0.4907], [0.9767, -6.0488, -0.5088], [1.8218, -5.0724, 1.4041], [-3.1422, -0.3970, 1.5913], [-2.6628, -1.1186, 0.4692], [-2.4097, 0.3646, 1.8506], [-4.0920, 0.0867, 1.3517], [-3.2800, -1.0619, 2.4466], [-3.3282, -1.7870, 0.2587], [-0.1300, 3.1068, 2.7492], [0.3397, 2.3221, 1.6588], [0.6505, 3.8200, 3.0035], [-1.0365, 3.6455, 2.4630], [-0.3356, 2.4787, 3.6225], [-0.3607, 1.6956, 1.4363], [-6.6477, -1.3821, 2.2165], [-5.7737, -2.1049, 1.3493], [-6.5406, -0.3253, 1.9871], [-7.6835, -1.6853, 2.0561], [-6.3739, -1.5497, 3.2621], [-5.8691, -3.0437, 1.5529], [-4.1819, -0.5268, -2.4844], [-4.6363, 0.6057, -3.2310], [-3.0984, -0.5364, -2.5038], [-4.5182, -0.4577, -1.4468], [-4.5544, -1.4538, -2.9304], [-5.6008, 0.6049, -3.2080], [4.1042, -7.9389, 3.5830], [3.9918, -6.7599, 2.8118], [5.1623, -8.1820, 3.6601], [3.7039, -7.8002, 4.5935], [3.5866, -8.7785, 3.1067], [3.0513, -6.5420, 2.7402], [3.0523, 4.0020, -2.5259], [3.3989, 3.3028, -1.3433], [2.6969, 3.2741, -3.2518], [2.2581, 4.7308, -2.3331], [3.9304, 4.5089, -2.9331], [3.7226, 3.9476, -0.7014], [-10.5112, -2.6358, 3.4432], [-9.9949, -2.5699, 2.1183], [-9.9604, -1.9162, 4.0430], [-11.5727, -2.3774, 3.4677], [-10.3758, -3.6316, 3.8727], [-10.4802, -3.2079, 1.5800], [5.6854, 6.7999, -2.1744], [6.0052, 6.0889, -0.9805], [5.3377, 6.0794, -2.9068], [4.8934, 7.5297, -1.9843], [6.5657, 7.3112, -2.5727], [6.3215, 6.7337, -0.3354], [-1.9650, 5.9445, 0.0417], [-2.5201, 5.0321, 0.9822], [-1.0650, 6.3607, 0.4862], [-1.6982, 5.4383, -0.8887], [-2.6613, 6.7583, -0.1789], [-3.3181, 4.6543, 0.5915]]}

---

{"formula": "C11H4N2O5V", "method": "ωB97M-V/def2-TZVPD", "homo_ev": [-17.339, -17.377], "spin_multiplicity": 4, "homo_lumo_gap_ev": [8.486, 6.088], "e_above_lowest_kj_mol": 0.0, "total_charge": 2, "species": ["O", "C", "V", "O", "C", "C", "O", "C", "O", "C", "O", "N", "C", "C", "C", "C", "N", "C", "C", "H", "H", "H", "H"], "positions_angstrom": [[0.0035, 0.0042, -4.9934], [0.0035, 0.0042, -3.8428], [0.0029, 0.0048, -1.9340], [1.9208, -2.4434, -1.8934], [1.2153, -1.5384, -1.8755], [-1.2083, 1.5471, -1.8757], [-1.9145, 2.4522, -1.8934], [-1.5424, -1.2041, -1.8757], [-2.4444, -1.9137, -1.8934], [1.5488, 1.2125, -1.8746], [2.4508, 1.9220, -1.8931], [0.0047, -0.0247, 5.6028], [0.0082, -0.0145, 4.4221], [-0.0059, -0.0049, 2.9747], [-0.1383, -1.1942, 2.2754], [-0.1301, -1.1566, 0.8830], [-0.0090, 0.0019, 0.2581], [0.1250, 1.1651, 0.8962], [0.1234, 1.1906, 2.2815], [-0.2459, -2.1502, 2.7887], [-0.2277, -2.0988, 0.3186], [0.2352, 2.1050, 0.3370], [0.2243, 2.1338, 2.8070]]}

---

{"formula": "C11H4N3O4RuS2", "method": "ωB97M-V/def2-TZVPD", "homo_ev": [-7.884, -9.043], "spin_multiplicity": 2, "homo_lumo_gap_ev": [4.669, 5.868], "e_above_lowest_kj_mol": 243.1, "total_charge": 0, "species": ["Ru", "O", "C", "O", "C", "C", "C", "C", "C", "N", "C", "O", "O", "H", "H", "H", "H", "S", "C", "C", "N", "C", "S", "C", "N"], "positions_angstrom": [[-0.5863, 0.0005, -0.1457], [1.4375, -0.0001, 3.4323], [1.0349, 0.0001, 2.1553], [-0.2358, 0.0005, 1.9106], [1.9756, -0.0001, 1.1063], [3.3981, -0.0002, 1.1208], [4.0817, -0.0002, -0.0656], [3.4082, -0.0002, -1.3069], [2.0279, -0.0001, -1.2642], [1.3678, 0.0000, -0.1256], [1.0742, 0.0001, -2.4787], [1.5129, -0.0002, -3.6008], [-0.1605, 0.0006, -2.1228], [0.6657, -0.0001, 4.0181], [3.9032, -0.0002, 2.0733], [5.1612, -0.0001, -0.0668], [3.9183, -0.0002, -2.2550], [-2.3640, -1.7069, -0.0964], [-3.7415, -0.6957, -0.2455], [-4.9601, -1.3988, -0.3714], [-5.9265, -2.0059, -0.4784], [-3.7416, 0.6954, -0.2455], [-2.3643, 1.7068, -0.0965], [-4.9603, 1.3985, -0.3715], [-5.9266, 2.0057, -0.4786]]}